No. 1
6 unconnected molecules or ions with the total composition C12H24Br12. Source: the Open Molecules 2025 dataset; level of theory: the ωB97M-V functional and the def2-TZVPD basis.

Energy above the lowest of the compared OMol25 structures with the same formula, charge and spin: 149.9 kJ/mol
Highest occupied orbital energy: -10.18 eV
2S+1: 1
E: -853342.803 eV
SMILES: BrCCBr.BrCCBr.BrCCBr.BrCCBr.BrCCBr.BrCCBr
Lowest unoccupied orbital energy: 0.000 Eh
Frontier orbital gap: 10.19 eV
Charge: 0

```
48
Properties=species:S:1:pos:R:3:forces:R:3:mulliken_charge:R:1
Br 1.374824 -0.435972 4.935690 0.12 1.11 0.23 -0.134
C -2.579520 1.974079 -3.135794 1.21 0.85 -0.45 0.245
H -4.192615 -2.411145 -3.358735 0.34 -0.24 -0.12 0.375
H 1.211712 0.940912 -0.850988 -0.30 0.11 0.22 0.415
Br 4.416775 3.353616 -0.611103 -1.45 0.60 1.29 -0.170
H -3.253783 2.648427 -2.607845 -0.68 -0.72 -0.16 0.450
H -2.592242 -2.687760 -2.501706 -0.01 -0.41 -0.96 -0.042
C -4.140246 -2.416148 -1.234917 -0.95 -0.29 0.82 -0.696
Br 0.573164 1.225536 1.625772 -0.46 -0.70 -1.29 -0.187
Br 0.897191 3.996950 6.462716 0.12 -1.03 -0.02 -0.180
Br 0.254349 -4.067075 0.389502 0.74 -0.69 -0.68 -0.164
Br -0.107950 -1.547292 -2.226911 -0.13 1.03 0.86 -0.162
H 2.205697 3.453886 2.728664 0.26 0.92 0.26 0.359
Br -3.294351 1.259952 -4.845344 0.08 0.35 0.97 -0.156
H 1.206058 2.034234 4.249482 -0.78 -0.35 0.20 -0.060
H 2.009205 3.912247 0.297889 0.26 -0.16 -0.08 0.080
C -3.658667 -2.908241 -2.548873 0.58 0.63 0.04 -0.109
H -0.690951 2.574096 -4.232719 0.04 -0.74 0.50 0.440
H 1.797720 1.690902 7.181380 -0.04 0.58 0.27 0.387
Br -3.821360 -0.473033 -1.034328 -0.45 -0.85 -0.02 -0.121
C 0.793747 0.254974 -0.114167 1.07 -1.45 0.22 -0.763
H 0.557278 -4.344058 -2.912972 -0.10 0.16 0.74 0.151
H 0.149086 1.531197 6.712584 -0.23 0.55 -0.28 0.403
H -3.622149 -2.940787 -0.432144 0.00 0.35 0.08 0.370
H -5.208097 -2.615879 -1.145952 0.02 0.43 0.28 0.458
H 3.016042 2.253780 1.936372 0.93 -0.03 0.12 0.323
H 3.219096 5.119821 0.873341 0.02 -0.16 -0.30 0.486
H -2.255178 1.136302 -2.518525 -0.17 0.12 -0.32 -0.505
C 1.081509 2.018682 6.427916 -0.12 -0.22 1.27 -0.565
Br -0.394724 3.488127 -1.891333 -0.66 -0.31 -0.69 -0.178
C 1.603134 1.547048 5.140035 0.83 -0.32 -2.05 -0.255
Br 1.942119 -6.249130 -3.414707 0.11 -0.10 0.13 -0.145
H -1.127190 0.363852 -0.765697 -0.47 -0.58 -0.74 0.151
Br -3.959172 -4.825283 -2.647432 0.11 0.20 -0.06 -0.155
C 0.755271 -5.195687 -2.262092 -0.58 -0.64 -0.56 -0.416
C -0.448929 -0.470560 -0.587373 -0.46 1.54 0.34 -0.379
H -0.919367 -1.092089 0.174525 0.37 -0.24 -0.23 0.438
H -1.797961 3.799524 -4.024642 -0.25 0.24 0.63 0.440
H 2.663764 1.756917 5.001827 0.15 -0.34 0.47 0.351
C 1.437479 -4.993652 -0.943125 0.43 0.48 -0.19 -0.581
C 3.117494 3.318419 2.146961 -0.81 -0.14 -2.49 -0.580
C -1.429469 2.914059 -3.506696 0.54 0.22 -0.55 -0.742
H 2.341502 -4.408642 -1.112241 -0.20 0.32 0.44 0.366
H -0.133866 -5.813596 -2.136727 -0.03 0.22 -0.16 0.351
H 1.768149 -5.961945 -0.567430 -0.42 0.17 0.42 0.443
Br 4.727060 3.771300 3.078622 -0.22 -0.10 0.09 -0.127
C 2.995110 4.061690 0.738067 1.19 -0.79 1.18 -0.374
H 1.513248 -0.542557 0.071175 0.44 0.45 0.36 0.463
```
Forces are in eV/Å.

No. 2
A molecular structure, C40H61NO3P2RuS. Source: the Open Molecules 2025 dataset; level of theory: the ωB97M-V functional and the def2-TZVPD basis.

Highest occupied orbital energy (spin up / spin down): -9.61 / -9.63 eV
2S+1: 2
E: -82094.535 eV
Lowest unoccupied orbital energy (spin up / spin down): -0.099 / -0.115 Eh
Frontier orbital gap (spin up / spin down): 6.93 / 6.51 eV
Charge: +1

```
109
Properties=species:S:1:pos:R:3:forces:R:3:mulliken_charge:R:1
H -1.093600 4.187882 5.156341 0.01 0.00 0.00 0.434
C -2.269972 -6.291111 -4.534718 0.00 0.01 0.00 -1.505
O -1.644677 -1.128570 -0.545269 -0.03 0.32 -0.33 -0.898
H 5.567974 0.200169 1.176378 -0.04 0.04 0.01 0.553
C -1.168797 -2.907295 -2.129007 0.00 0.11 -0.07 -0.165
H -3.381043 0.902504 -1.259154 0.01 0.02 0.00 0.249
C 1.182697 4.194388 -1.135102 -0.01 -0.04 0.06 -0.773
H 3.181062 5.251604 1.377499 0.00 0.00 0.00 0.427
H 5.601396 -3.186533 2.697980 -0.01 0.01 0.00 0.428
H -0.865048 4.359623 -3.025364 0.00 -0.01 -0.02 0.156
H -2.128401 0.062839 4.992353 0.00 -0.01 -0.01 0.439
Ru -0.060081 0.112854 0.237098 0.15 -0.25 -0.16 -0.840
H 0.785820 0.825556 -3.193713 0.04 -0.11 0.04 0.044
H -2.765703 -3.251438 2.388768 0.01 0.03 -0.02 0.348
H -1.165442 -1.535509 -5.266226 0.01 0.02 0.01 0.418
H 3.736836 -2.226747 1.375827 -0.05 -0.02 0.00 0.168
H -3.073627 -1.037475 3.446544 -0.05 0.03 0.03 0.886
H -0.689811 -5.246653 0.152834 0.02 0.01 -0.01 0.558
H -1.674939 -3.776130 -5.355069 0.01 0.00 0.01 0.407
H 1.141561 2.522024 -3.522541 0.02 0.01 0.02 0.277
H -2.889686 -5.992496 -5.379840 0.00 0.00 0.00 0.397
H -2.813753 -7.035767 -3.955537 0.00 0.00 0.00 0.379
H -3.415959 4.326615 0.367577 0.00 -0.01 -0.01 0.502
S 3.340790 0.794128 0.902386 -0.19 -0.03 0.17 0.495
H -1.667024 4.539172 0.387234 -0.01 0.00 0.00 0.265
C 0.530427 3.162389 -0.467530 0.05 0.05 -0.17 0.201
C -2.495676 4.113778 -0.180437 0.04 0.02 0.01 -1.506
H 0.956385 4.414872 -2.168752 0.01 -0.01 0.02 0.117
H 2.077128 3.381883 2.537143 0.01 0.02 0.01 0.557
C 5.776693 -2.312546 2.071800 0.01 0.00 -0.04 -1.595
H 4.254472 0.377543 -3.584735 -0.02 0.00 0.01 0.452
H -1.988729 -6.168880 -1.838089 0.00 0.01 0.00 0.441
C -0.269918 -2.051695 3.003760 -0.23 -0.01 0.16 1.266
H -4.366523 -2.609837 2.054099 0.00 0.00 0.00 0.573
C 0.377529 1.748419 -3.598438 0.02 0.04 0.00 -1.316
H -1.325280 3.515790 -4.498965 -0.01 0.00 0.00 0.526
C -1.604138 -3.877465 -4.277646 0.01 -0.05 0.01 -1.057
H 4.846858 -0.710124 -0.160415 0.01 -0.03 0.05 0.114
H -1.444043 -0.654530 -3.764434 -0.03 0.06 0.02 -0.082
C 1.237553 -1.905257 2.925149 0.15 0.03 0.00 -1.806
C -3.301594 -2.456737 1.868338 0.03 0.05 0.07 -1.627
H -3.126582 -2.550884 0.800210 -0.04 0.04 -0.01 0.108
C 2.130548 4.958082 -0.469729 -0.01 0.04 0.02 -0.990
C 3.507922 1.411686 -1.836992 0.06 -0.08 -0.02 0.733
C -2.346426 2.602171 -0.342355 -0.04 0.08 -0.12 1.937
H -1.664949 1.407219 -3.103221 -0.05 -0.04 -0.02 0.291
C -0.802618 -1.727649 -1.294903 0.03 0.08 0.10 1.932
C -1.057134 3.230367 4.651798 -0.05 -0.01 0.10 -0.914
H 3.485195 2.853374 -0.215646 0.03 -0.16 -0.05 -0.445
C -1.280103 -4.349214 -0.034401 -0.05 -0.04 -0.02 -1.486
C -1.895044 -5.106074 -3.689172 -0.01 -0.01 -0.03 0.632
C 4.696597 -0.386548 0.868197 0.05 -0.07 0.04 -0.596
H -2.471190 3.668098 -3.177622 0.00 0.03 0.01 0.288
H 1.570647 -1.005609 3.449824 0.01 0.01 0.01 0.314
C -0.710783 -2.320143 4.443659 -0.03 -0.06 0.00 -1.892
C -0.907053 2.163914 -2.883318 0.05 -0.06 -0.05 0.789
H -2.325666 2.167628 0.658152 0.01 -0.04 0.01 -1.146
H -2.112114 2.185654 6.220864 0.00 0.01 -0.01 0.450
H 0.170046 1.591197 -4.658367 0.00 0.01 0.01 0.611
C -1.429587 -4.131258 -1.516412 0.08 -0.04 0.03 1.291
H -2.253176 -4.492295 0.437252 0.07 -0.05 -0.03 0.403
H -0.570167 -2.903311 2.385818 0.00 0.06 0.02 -0.085
N 0.154335 1.772437 1.449334 0.00 0.53 0.30 1.836
H -1.375667 -6.771223 -4.937226 0.00 0.01 0.00 0.300
C 4.483299 0.458403 -2.521742 -0.02 -0.01 -0.02 -1.802
C 4.476830 -1.558307 1.813154 0.01 0.00 -0.01 0.179
H 6.225180 -2.657710 1.138412 -0.01 0.00 0.00 0.351
H 4.062933 -1.195818 2.756698 0.00 0.00 0.04 0.232
P -0.740122 2.027189 -1.058882 -0.23 -0.12 0.12 2.513
C -1.225434 -2.779607 -3.525563 -0.12 -0.04 0.07 0.548
H -4.440730 2.126746 -0.557248 0.01 -0.02 0.02 0.468
C -0.395529 1.929389 2.715129 0.02 0.06 -0.01 -0.342
C -2.917952 -1.065316 2.364793 -0.07 0.07 -0.16 -0.027
C 0.830530 2.865499 0.865140 -0.05 -0.13 0.12 -1.414
H -3.678103 -0.023616 0.639660 0.00 0.01 0.00 0.125
C -1.791342 -5.213859 -2.313325 0.00 0.00 0.03 -1.067
C 1.806314 3.623592 1.518285 -0.09 0.03 0.06 0.836
H -3.647802 2.437261 -2.090565 -0.01 0.01 0.01 0.318
H 1.712302 -2.767515 3.398653 0.02 0.03 0.02 0.653
C -1.641567 2.113431 5.250475 0.02 0.09 0.00 -1.141
H 2.631757 5.768473 -0.981491 0.01 0.00 0.01 0.428
H 4.988342 1.932891 -0.316376 0.01 0.07 0.01 0.898
H 5.515086 0.804803 -2.434352 0.00 0.00 0.00 0.386
C 2.431770 4.668757 0.856795 -0.06 0.09 0.04 -1.242
C -1.019540 0.822377 3.304441 -0.11 0.01 0.15 0.365
C -3.798201 0.002152 1.720955 -0.01 -0.02 0.01 -1.671
H -1.786400 -2.474442 4.540052 0.01 0.01 0.00 0.388
C -3.513372 1.976963 -1.112644 -0.01 -0.03 0.04 -1.656
C -1.637760 0.924279 4.558996 0.11 -0.07 -0.13 -0.749
H -2.553959 4.635345 -1.135355 0.01 -0.02 -0.02 0.263
H 3.383046 2.312117 -2.438833 0.03 0.03 -0.04 0.608
H 0.164190 -1.263727 -4.134498 0.06 0.02 -0.01 0.244
C -0.453683 3.155420 3.417060 0.01 -0.15 -0.11 -1.295
H 4.421964 -0.549025 -2.109338 0.00 0.01 -0.04 0.367
H 2.528489 0.938922 -1.776408 -0.11 0.04 -0.02 -0.861
H -0.415868 -1.501449 5.100256 0.02 0.00 0.01 0.436
H -0.055528 4.055529 2.977488 0.01 0.03 -0.01 0.437
H 6.505935 -1.678410 2.578368 0.00 0.00 0.00 0.367
H -0.788885 -3.512922 0.462110 0.01 -0.01 -0.06 -0.331
H -3.567177 1.005249 2.083633 0.01 -0.02 0.02 0.294
O 0.379593 -1.267602 -1.242925 -0.19 -0.46 -0.04 -0.855
O 2.128251 0.013393 0.379929 0.14 0.18 -0.09 -0.933
P -1.136203 -0.609114 2.239553 0.51 -0.29 -0.04 2.821
H -4.845704 -0.202934 1.947969 0.00 0.01 0.01 0.560
H -0.219574 -3.226098 4.803401 0.00 0.01 0.01 0.491
C 3.904712 1.874049 -0.441090 0.01 -0.04 -0.08 -0.176
H 1.592373 -1.845656 1.898528 -0.05 0.03 -0.05 0.030
C -0.899123 -1.485915 -4.211750 -0.01 0.04 0.02 -0.884
C -1.422084 3.507960 -3.411418 -0.03 0.00 -0.03 -1.424
```
Forces are in eV/Å.